Below is a cluster of 8 separate species, C39H53N8 in total in a non-equilibrium geometry, with properties calculated with ωB97M-V/def2-TZVPD.

Structure (XYZ):
```
100
Properties=species:S:1:pos:R:3:forces:R:3
C 0.4606 4.4501 1.4050 -0.50 -0.53 -0.09
C -0.3822 3.5804 1.2054 0.16 -1.41 1.41
C -1.1527 2.2512 1.3504 0.17 1.00 0.09
N -0.5703 1.1610 0.9356 -0.33 2.04 -0.50
C -1.2698 -0.1736 1.0992 0.85 0.82 0.23
C -0.1519 -0.9816 1.9439 -1.22 -1.24 0.29
C -0.7930 -2.1824 2.8076 0.90 0.47 0.65
C 0.9681 -1.5538 0.9755 0.33 0.73 -0.82
C 2.2594 -0.6376 0.8240 1.02 -0.93 0.42
C 2.8772 -0.1227 2.2040 -0.87 0.93 -0.74
C -2.5625 0.3367 1.8836 0.88 -0.40 1.88
C -2.5789 1.9566 1.9595 0.73 -1.42 -1.26
H 1.2367 5.2466 1.5912 -1.41 -1.26 -0.46
H 0.3647 1.3339 0.5319 -0.45 -0.90 0.09
H -1.4209 -0.6099 0.0594 -0.02 0.55 1.35
H 0.2312 -0.2346 2.7105 -0.22 -0.86 -1.08
H -0.6042 -3.2000 2.3523 -0.59 1.27 0.31
H -0.2181 -2.1764 3.7954 -0.79 -0.15 -1.25
H -1.8724 -2.0050 3.0805 1.09 -0.42 -0.49
H 1.3211 -2.6003 1.2399 -0.61 1.36 0.07
H 0.5213 -1.6504 -0.0744 0.49 -0.05 1.34
H 2.1247 0.2317 0.1083 0.04 -0.89 0.76
H 3.0630 -1.2987 0.3519 -1.17 0.92 0.34
H 2.7250 -0.8466 3.0580 0.41 0.68 -1.05
H 3.9565 0.1680 2.0354 -1.17 -0.53 0.42
H 2.3224 0.8396 2.4684 0.76 -1.12 0.01
H -2.2848 0.0701 2.9578 -0.78 0.00 -1.29
H -3.5474 -0.1715 1.6392 1.37 0.84 0.04
H -3.3654 2.3212 1.2354 0.84 0.17 1.09
H -2.7035 2.2594 3.0481 0.14 0.13 -1.73
N -1.3369 5.2558 -1.3715 -0.05 0.00 0.00
C -0.4926 5.6045 -2.3928 0.07 -0.05 -0.07
C -1.1064 6.5823 -3.1333 0.18 -0.08 0.01
C -2.3663 6.8382 -2.5344 -0.14 -0.03 0.14
C -2.4797 6.0077 -1.4489 -0.10 -0.01 -0.01
H -1.1465 4.5565 -0.6729 -0.03 0.32 -0.26
H 0.4685 5.1266 -2.5039 -0.06 0.05 -0.04
H -0.6954 7.0620 -4.0083 -0.03 -0.03 0.07
H -3.1066 7.5518 -2.8622 0.06 -0.05 0.03
H -3.2724 5.8858 -0.7271 0.03 0.04 -0.08
N 4.1837 -4.1506 -2.4441 -0.17 0.06 0.07
C 4.1021 -2.7902 -2.5720 0.18 0.01 -0.09
C 2.7782 -2.4394 -2.5340 0.04 0.14 0.08
C 2.0287 -3.6330 -2.3705 -0.03 -0.19 0.10
C 2.9239 -4.6721 -2.3162 0.01 -0.07 0.02
H 5.0367 -4.6845 -2.4432 -0.12 0.06 -0.04
H 4.9917 -2.1903 -2.6808 -0.10 -0.02 -0.09
H 2.3901 -1.4349 -2.6133 0.05 -0.06 -0.04
H 0.9547 -3.7208 -2.2999 0.07 -0.03 -0.04
H 2.7741 -5.7339 -2.1986 -0.02 0.09 -0.03
N -3.5796 -6.0503 -0.0829 0.05 0.28 0.00
C -4.4271 -5.0365 0.2715 -0.04 -0.13 -0.03
C -3.7032 -3.8710 0.2952 -0.19 0.05 0.01
C -2.3712 -4.1938 -0.0643 0.23 -0.02 -0.08
C -2.3252 -5.5448 -0.2944 0.01 -0.15 0.00
H -3.8387 -7.0187 -0.1748 0.03 0.12 0.00
H -5.4671 -5.2311 0.4769 0.11 0.05 0.05
H -4.0893 -2.8927 0.5427 -0.04 -0.11 0.16
H -1.5385 -3.5101 -0.1457 0.00 -0.08 -0.01
H -1.5112 -6.1888 -0.5880 -0.04 0.08 0.03
N -7.8983 -3.8652 1.0613 0.06 0.06 0.08
C -7.1993 -2.7230 0.7765 0.07 0.02 -0.07
C -7.6623 -1.7277 1.5998 0.19 -0.02 -0.11
C -8.6748 -2.2920 2.4167 -0.11 -0.13 0.10
C -8.7962 -3.6115 2.0637 -0.04 -0.03 0.01
H -7.7722 -4.7531 0.6058 -0.11 0.14 0.03
H -6.4365 -2.7173 0.0133 -0.10 0.00 0.00
H -7.3115 -0.7066 1.6145 -0.05 -0.06 -0.02
H -9.2497 -1.7876 3.1780 0.03 -0.05 -0.06
H -9.4428 -4.3901 2.4368 0.03 0.09 -0.02
N 7.4300 -1.2798 -0.0843 -0.02 0.13 -0.03
C 6.1326 -0.9507 -0.3721 -0.04 -0.11 0.10
C 6.0349 0.4177 -0.3791 -0.18 -0.11 -0.03
C 7.3225 0.9348 -0.0902 0.24 0.01 0.04
C 8.1632 -0.1354 0.0841 0.03 -0.03 0.03
H 7.7894 -2.2166 -0.0088 -0.03 0.14 0.00
H 5.3926 -1.7158 -0.5449 0.04 0.08 0.06
H 5.1366 0.9852 -0.5717 0.06 -0.03 -0.01
H 7.6020 1.9747 -0.0186 -0.05 -0.08 0.03
H 9.2161 -0.1820 0.3139 -0.08 0.03 -0.01
N -4.0242 -1.3366 -2.0107 0.07 0.13 0.12
C -3.1671 -0.9860 -3.0200 0.09 -0.01 0.02
C -3.7575 0.0168 -3.7477 0.20 -0.02 0.01
C -5.0162 0.2858 -3.1524 -0.12 0.04 0.14
C -5.1521 -0.5622 -2.0819 -0.02 0.01 0.07
H -3.8520 -2.0527 -1.3225 -0.06 -0.07 -0.24
H -2.2144 -1.4804 -3.1334 -0.09 -0.01 -0.07
H -3.3317 0.5039 -4.6116 -0.04 -0.05 0.05
H -5.7410 1.0187 -3.4723 0.04 -0.07 0.01
H -5.9521 -0.6823 -1.3672 0.00 0.01 -0.10
N 7.6882 4.9297 0.2128 -0.11 0.00 0.07
C 7.8445 5.0815 1.5648 0.07 -0.02 0.02
C 6.7922 5.8272 2.0315 0.12 -0.11 0.12
C 5.9657 6.1327 0.9201 -0.09 -0.06 -0.16
C 6.5424 5.5634 -0.1871 -0.02 -0.03 -0.12
H 8.3173 4.4296 -0.3927 -0.07 0.11 0.07
H 8.6900 4.6480 2.0756 -0.07 0.06 -0.01
H 6.6331 6.1201 3.0580 0.04 -0.02 -0.08
H 5.0506 6.7054 0.9304 0.09 0.00 -0.02
H 6.2385 5.5554 -1.2222 0.02 0.04 0.08
```
Positions in Å, forces in eV/Å.

## Properties
Orbital gap = 5.53 eV
Lowest unoccupied orbital energy = -4.36 eV
Energy relative to the best compared isomer or geometry (same formula, charge and spin) = 103.39 kcal/mol
Total charge = +1